Record 1
C21H62O10 | wB97M-V/def2-TZVPD

Each line ends with the Mulliken charge.
Geometry (Å):
O  -1.6318  1.9567  -2.5830  -0.275
O  -2.6030  2.4280  0.1114  -0.475
O  1.1823  -3.4689  2.6970  -0.614
O  -2.9481  -2.5013  -0.5286  -0.308
O  0.4650  -5.0305  -3.3725  -0.573
O  2.0342  0.3629  4.1951  -0.265
O  2.3019  3.2847  0.8949  -0.593
O  0.0725  1.4962  0.1432  0.398
O  -1.1960  -4.3670  1.0010  -0.444
O  -2.6191  5.3721  -0.3047  -0.579
C  3.3131  0.7347  4.7171  -0.772
C  -4.2450  -2.2992  0.0050  -0.703
C  -0.3628  5.2852  0.5404  -1.051
C  -1.5999  1.9631  -4.0256  0.214
C  -0.8509  0.7526  -4.5125  -0.992
C  -0.6599  0.6074  2.2520  -1.539
C  3.2167  3.1113  -0.2176  0.660
C  0.1798  -2.9646  -2.3168  -0.740
C  -0.9141  3.2770  -4.5726  -1.195
C  0.4058  -3.1680  4.9397  -1.699
C  -1.2457  5.6967  -0.5824  0.003
C  0.4506  0.5374  1.1695  1.085
C  0.5891  -0.7972  0.4653  -0.200
C  -0.3826  -3.8133  -3.4225  0.458
C  3.5184  1.6225  -0.4390  -1.149
C  -3.8256  1.6442  0.1445  -0.590
C  -0.6949  -5.7051  0.9756  -0.727
C  2.7873  -2.8261  4.4887  -1.672
C  1.4037  -2.6795  3.9303  2.305
C  2.7046  3.8123  -1.4334  -1.022
C  -0.3692  -3.0547  -4.8176  -0.886
H  3.5310  1.7424  4.3264  0.294
H  -4.5443  -1.3005  -0.1805  0.156
H  2.8094  -3.8641  4.8280  0.410
H  -0.7369  1.7474  -2.2901  -0.054
H  -0.8401  5.6909  1.4457  0.413
H  -0.1434  4.1650  0.6237  0.178
H  0.1258  3.3345  -4.1967  0.158
H  2.9040  -2.1479  5.3321  0.345
H  1.2100  -2.7377  -2.4143  0.569
H  3.4643  3.7453  -2.2131  0.468
H  -4.3860  2.0615  0.9966  0.336
H  -0.8678  1.8150  0.2950  -0.022
H  0.6030  5.7443  0.4117  0.372
H  1.3779  0.9037  4.6427  0.220
H  1.0387  -1.5063  1.1464  -0.603
H  -2.5749  -3.2359  0.0480  0.316
H  -2.6366  1.9803  -4.3182  0.424
H  -0.9128  3.0598  -5.6295  0.495
H  -0.3131  -1.9901  -2.3985  0.065
H  3.4541  0.7127  5.8062  0.290
H  -0.8591  -6.2959  1.8649  0.286
H  0.3759  -5.7361  0.9083  0.279
H  -0.8965  5.1525  -1.5199  -0.029
H  -0.4375  -0.1511  2.9562  0.404
H  -0.3682  -1.2063  0.0981  0.089
H  -1.1997  -0.1470  -3.9700  0.050
H  1.4279  0.8800  1.6397  0.075
H  0.5661  -4.2298  5.1659  0.435
H  -0.5465  -3.9062  1.5395  0.284
H  -0.0502  -5.7949  -3.7023  0.314
H  -1.5099  4.2481  -4.4075  0.251
H  -4.9450  -2.9778  -0.4771  0.290
H  -0.9620  0.6623  -5.6315  0.457
H  -1.1694  -6.2772  0.1343  0.279
H  0.0713  -3.4442  -1.3154  0.003
H  -0.9732  -3.6263  -5.6112  0.319
H  0.6548  -3.0998  -5.1524  0.342
H  3.6221  -2.6920  3.8184  0.382
H  0.4929  -2.6848  5.8983  0.414
H  -4.2349  -2.4902  1.0831  0.332
H  -0.6027  -3.1690  4.5145  0.376
H  -3.6912  0.6126  0.4469  -0.031
H  4.0024  0.0372  4.2691  0.255
H  -2.6272  4.6673  0.3344  0.330
H  3.9970  1.1380  0.4242  0.269
H  -0.6362  -2.0206  -4.7186  -0.032
H  1.1411  -1.7021  3.5184  -1.009
H  -1.6650  0.3658  1.8183  0.078
H  -2.3492  2.5916  -0.8260  0.391
H  1.8544  3.3256  -1.8362  -0.045
H  -4.5122  1.7210  -0.7562  0.305
H  4.2008  3.5637  0.1163  0.276
H  0.2653  0.7501  -4.2658  0.249
H  1.2003  -0.7619  -0.4082  0.411
H  4.2904  1.5286  -1.1696  0.533
H  2.4803  4.8523  -1.2585  0.298
H  2.6326  1.1386  -0.7975  0.020
H  -0.5983  1.5524  2.7825  0.383
H  -1.2656  6.7420  -0.8222  0.402
H  1.5092  2.7431  0.7007  -0.092
H  -1.4258  -3.9736  -3.1652  0.299
H  1.7022  -3.0760  1.9759  0.190

**HOMO level**: -9.60 eV
**DFT total energy**: -43254.352 eV
**Gap between HOMO and LUMO**: 10.163 eV
**Molecular weight**: 474.72 g/mol
**Energy relative to the best compared isomer or geometry (same formula, charge and spin)**: 73.75 kcal per mole

***

Record 2
C21H64BNO7 | wB97M-V/def2-TZVPD

Each line ends with the Mulliken charge.
Geometry (Å):
O  10.9603  19.0754  -12.4154  -0.513
O  7.7614  20.8463  -6.6241  -0.487
O  10.8600  12.7179  -6.6807  -0.558
O  4.1924  19.3560  -2.1800  -0.562
O  5.3218  14.5627  -8.8411  -0.516
O  6.4837  19.5516  -12.8029  -0.471
O  14.9135  18.0074  -7.8500  -0.559
N  7.9606  17.7565  -8.8823  -0.281
C  7.3643  22.1508  -6.9927  0.626
C  14.7920  18.8566  -6.7434  0.318
C  10.5778  11.9902  -4.4770  -1.273
C  6.8420  22.0899  -8.4597  -1.303
C  3.2110  19.3629  -4.3204  -1.146
C  6.3443  21.7236  -13.7340  -1.218
C  5.8895  20.2844  -13.7789  0.527
C  4.9598  17.7351  -3.7879  -1.178
C  13.4519  19.4963  -6.8459  -1.084
C  2.9458  14.3617  -8.5322  -1.401
C  10.1954  14.3773  -4.9772  -1.459
C  13.1024  19.1068  -13.4452  -1.303
C  10.0762  12.9433  -5.5523  0.759
C  12.1417  19.8251  -12.5809  0.674
C  3.6826  18.4967  -3.2472  0.433
C  4.3227  20.1763  -13.6838  -1.317
C  11.7839  21.1328  -13.2375  -1.380
C  4.1047  14.3900  -9.5163  0.589
C  3.9066  15.4791  -10.4693  -1.311
C  8.6001  22.9967  -6.8735  -1.427
C  14.8804  17.8323  -5.6549  -1.074
B  11.2493  15.7905  -9.4667  0.679
H  11.2293  14.7212  -5.0047  0.390
H  7.7562  18.0253  -9.8342  0.314
H  10.3358  15.4061  -9.0400  -0.452
H  4.0105  20.7392  -12.8041  0.348
H  2.8398  18.9413  -5.2545  0.327
H  7.7380  18.5142  -8.2527  0.257
H  13.9869  19.7401  -13.5129  0.362
H  13.2347  18.0753  -13.1189  0.389
H  3.8360  20.7159  -14.4962  0.374
H  4.7357  16.8199  -4.3359  0.350
H  13.1887  20.0678  -5.9559  0.353
H  12.6979  21.6206  -13.5762  0.375
H  15.8619  17.3585  -5.6393  0.304
H  12.6231  19.0230  -14.4206  0.293
H  5.5576  17.3846  -2.9466  0.341
H  6.6314  22.5994  -6.3222  0.169
H  7.4301  21.7951  -13.6706  0.318
H  6.0909  22.2802  -14.6363  0.362
H  11.2035  15.6030  -10.5283  -0.248
H  11.2276  18.2372  -12.0312  0.269
H  12.0714  15.2292  -9.0505  -0.287
H  9.7580  11.5814  -3.8863  0.323
H  9.0061  12.8330  -5.7279  0.123
H  14.1572  17.0191  -5.7160  0.203
H  3.4444  19.5230  -1.6018  0.314
H  14.6023  18.1851  -4.6618  0.371
H  10.9280  13.5259  -7.1945  0.275
H  8.0205  20.9235  -5.7030  0.300
H  11.0017  11.0749  -4.8900  0.371
H  5.6958  18.3433  -4.3137  0.198
H  3.9651  20.1145  -4.5539  0.274
H  9.1031  23.0484  -5.9079  0.411
H  7.5168  16.8875  -8.6216  0.349
H  6.6037  23.1002  -8.7921  0.404
H  9.3843  22.5774  -7.5038  0.338
H  11.3706  16.8360  -9.2292  -0.503
H  2.0091  14.1760  -9.0576  0.385
H  4.7740  15.4468  -11.1285  0.278
H  4.0342  19.1288  -13.7709  0.316
H  5.9220  21.5100  -8.5330  0.319
H  11.1897  20.9894  -14.1399  0.342
H  14.1563  17.4217  -7.9222  0.365
H  3.0362  15.3511  -11.1128  0.402
H  5.9236  13.8983  -9.1846  0.333
H  9.8194  14.4637  -3.9577  0.382
H  3.1253  13.6759  -7.7041  0.338
H  11.2650  21.8446  -12.5954  0.316
H  12.5905  19.9700  -11.5982  0.164
H  6.1994  19.8837  -14.7441  0.227
H  3.8340  16.4849  -10.0556  0.330
H  15.5367  19.6477  -6.6555  0.292
H  4.0624  13.4102  -9.9921  0.257
H  2.7931  15.3094  -8.0158  0.317
H  2.8924  17.8430  -2.8778  0.338
H  11.3624  12.4474  -3.8739  0.309
H  8.4333  24.0213  -7.2059  0.363
H  2.3111  19.8417  -3.9343  0.315
H  7.4176  19.5773  -13.0234  0.267
H  8.9532  17.5757  -8.9275  0.226
H  13.2523  20.0971  -7.7333  0.281
H  7.6528  21.6897  -9.0685  0.299
H  12.7459  18.6670  -6.8035  0.207
H  9.6983  15.1847  -5.5149  0.320
H  5.9269  22.2432  -12.8716  0.267

**HOMO level**: -8.51 eV
**DFT total energy**: -39307.685 eV
**Gap between HOMO and LUMO**: 7.938 eV
**Molecular weight**: 453.55 g/mol
**Energy relative to the best compared isomer or geometry (same formula, charge and spin)**: 139.18 kcal per mole